1.
{"formula": "C14H29FInN2O4", "method": "ωB97M-V with the def2-TZVPD basis set", "elements": ["In", "F", "O", "O", "O", "O", "N", "N", "C", "C", "C", "C", "C", "C", "C", "C", "C", "C", "C", "C", "C", "C", "H", "H", "H", "H", "H", "H", "H", "H", "H", "H", "H", "H", "H", "H", "H", "H", "H", "H", "H", "H", "H", "H", "H", "H", "H", "H", "H", "H", "H"], "coordinates": [[-1.655305, -3.438574, -1.570466], [-0.126180, -0.861007, 1.795062], [-1.568285, -3.743571, -4.547003], [-1.293158, -1.588473, -3.966563], [1.741820, 1.308760, -0.572440], [2.305269, 6.281031, 0.442293], [-4.344144, -2.298091, 0.407719], [1.932489, 3.762145, -0.108644], [-4.408002, -3.542398, 0.116678], [3.393345, 5.485600, 0.853906], [-0.172368, -5.071013, -1.133504], [-0.959544, -1.727576, -0.296461], [2.171402, 7.469134, 1.206641], [3.344746, 4.208223, 0.030620], [-1.474081, -2.811582, -3.724849], [-0.236649, -5.753663, 0.022618], [1.827158, 1.521248, 0.816966], [-3.686800, -4.227413, -1.001699], [-0.918949, -1.939811, 1.167829], [1.382898, 2.957614, 1.027879], [-5.346404, -4.376958, 0.968650], [2.229902, 0.020923, -0.970190], [0.628236, -5.957991, 0.664602], [-5.388226, -4.008692, 1.994279], [3.080436, 8.072985, 1.145525], [0.299461, 3.031317, 0.952529], [3.922994, 3.402614, 0.476137], [1.339779, 8.029379, 0.789254], [-1.905001, -1.920165, 1.628122], [-4.340004, -4.214927, -1.879814], [3.301993, -0.050274, -0.755347], [-3.558529, -5.280322, -0.729497], [0.069251, -1.584650, -0.624742], [2.858927, 1.358098, 1.161596], [-0.387290, -2.861979, 1.404617], [-1.208044, -6.088008, 0.389012], [1.709167, 3.381279, 1.974803], [-1.503213, -0.810124, -0.543359], [1.956352, 7.231566, 2.252339], [3.708382, 4.396417, -0.977935], [-5.075611, -5.432426, 0.957891], [1.826500, 3.150140, -0.934280], [4.340074, 6.001914, 0.668317], [2.058595, -0.073673, -2.038347], [-3.701468, -1.849744, -0.247805], [3.315502, 5.267570, 1.926203], [-6.357336, -4.304696, 0.556532], [1.685464, -0.762025, -0.450574], [0.655875, -5.215464, -1.832002], [1.156241, 0.853053, 1.363175], [1.372330, 4.604277, -0.256274]], "forces_ev_per_a": [[-0.2, -0.5, -1.2], [0.0, 0.1, 0.5], [0.0, -0.2, -0.2], [0.1, 0.2, 0.1], [0.1, 0.0, 0.0], [0.0, 0.0, -0.1], [-0.1, -0.1, -0.1], [-0.2, 0.3, -0.1], [0.0, 0.0, 0.1], [-0.1, -0.1, 0.1], [-1.1, -0.7, -0.4], [0.1, 0.3, 0.7], [0.0, 0.0, 0.0], [-0.1, 0.1, -0.3], [0.0, 0.3, 0.2], [0.4, 0.3, -0.1], [0.0, -0.2, 0.0], [-0.1, 0.0, 0.6], [0.0, -0.2, -1.0], [-0.2, -0.1, -0.1], [-0.1, -0.1, 0.1], [0.1, 0.0, -0.1], [0.1, -1.0, -0.4], [0.0, 0.0, 0.0], [0.0, 0.0, 0.0], [0.0, 0.0, 0.0], [0.0, 0.0, 0.0], [0.0, 0.0, 0.0], [0.1, 0.1, 0.2], [0.2, 0.1, -0.1], [0.0, 0.0, 0.0], [-0.1, 0.0, -0.1], [-0.1, -0.2, -0.3], [0.0, 0.0, 0.0], [0.1, 0.1, 0.3], [0.0, 0.9, 0.7], [0.0, 0.0, 0.0], [-0.1, -0.1, -0.1], [0.0, 0.0, 0.0], [0.1, 0.0, 0.0], [0.1, 0.0, 0.1], [0.1, -0.2, 0.2], [0.1, -0.1, 0.1], [-0.1, 0.0, 0.0], [0.0, 0.0, 0.0], [0.0, 0.0, 0.0], [0.0, 0.0, -0.1], [0.0, 0.0, 0.0], [0.8, 0.9, 0.8], [0.0, -0.1, 0.0], [0.0, 0.0, 0.1]], "multiplicity": 1, "lumo_energy_ev": 0.771, "homo_lumo_gap_ev": 1.77, "total_charge": -1}

2.
{"formula": "C14H29N3O6S", "method": "ωB97M-V with the def2-TZVPD basis set", "elements": ["S", "O", "O", "O", "O", "O", "O", "N", "N", "N", "C", "C", "C", "C", "C", "C", "C", "C", "C", "C", "C", "C", "C", "C", "H", "H", "H", "H", "H", "H", "H", "H", "H", "H", "H", "H", "H", "H", "H", "H", "H", "H", "H", "H", "H", "H", "H", "H", "H", "H", "H", "H", "H"], "coordinates": [[-3.478616, 1.378260, -0.266699], [4.744179, -0.950933, -2.733239], [-4.833896, 2.062912, -0.132275], [2.739206, 4.245090, 0.095649], [-2.628952, 2.336880, -1.082455], [-3.797300, -0.059535, -1.082761], [-3.687998, -2.386090, 2.376801], [5.466817, -0.066057, -4.720123], [-4.770729, -2.421101, 4.397118], [2.664938, 2.288191, -1.390983], [0.752330, -0.570445, 0.449912], [-4.518095, -2.858503, 3.131799], [2.344756, 0.801662, -1.371230], [6.324765, 0.884122, -5.397839], [1.324074, 2.131607, 0.599885], [4.609619, -0.927647, -5.511423], [-4.008027, -1.304231, 4.920408], [-5.777959, -3.037523, 5.236594], [-0.792532, -0.102372, 0.209996], [1.745811, 0.646518, 0.116779], [5.440417, -0.175356, -3.362551], [2.329567, 3.098055, -0.183887], [-2.858435, 1.135267, 1.462869], [-1.399463, 0.447535, 1.582599], [-1.490818, -0.462616, 2.287148], [3.393328, 0.352949, -1.349789], [-6.525362, -2.286985, 5.505822], [2.705946, 0.489749, 0.739440], [-0.722645, 1.186464, 2.136243], [0.878266, -0.959798, 1.525952], [-6.269490, -3.860403, 4.715770], [0.932770, -1.395658, -0.327266], [-3.641903, 0.518621, 2.024377], [-4.786080, -0.147750, -1.081221], [6.127781, 0.523439, -2.859492], [0.225652, 2.431031, 0.498811], [-4.321121, -1.070918, 5.938298], [3.568176, -0.753784, -5.230024], [1.708109, 0.525569, -2.271684], [5.706012, 1.565941, -5.986701], [-0.749409, 0.656418, -0.637244], [-1.364118, -1.022786, -0.138445], [4.858662, -1.970903, -5.302891], [7.004242, 0.341611, -6.060180], [1.528140, 2.266628, 1.714683], [-5.301242, -3.420913, 6.142214], [-5.151657, -3.709394, 2.834513], [-2.945618, -1.560023, 4.912353], [-4.162906, -0.432418, 4.279789], [6.909905, 1.461735, -4.680910], [2.005418, 2.710001, -2.065592], [-2.795215, 2.152783, 1.965808], [4.740700, -0.724896, -6.574724]], "forces_ev_per_a": [[-3.4, 6.0, -2.5], [0.1, 0.0, -0.3], [2.9, -2.9, 0.5], [-1.5, -4.2, -1.3], [-0.8, -4.0, 2.3], [0.4, 1.4, 1.4], [0.0, 0.2, 0.2], [0.1, 0.1, 0.7], [0.0, -0.4, -0.7], [-0.9, 1.7, -0.6], [-0.9, 0.8, -0.9], [-0.1, 0.1, 0.4], [0.8, 1.3, 2.0], [-0.2, -0.2, -0.1], [0.5, 0.2, 1.2], [-0.1, -0.1, 0.3], [0.2, 0.0, -0.3], [0.2, 0.2, 0.0], [1.3, -0.5, 0.5], [0.9, 0.1, 1.3], [0.0, 0.0, -0.4], [-0.2, -0.1, 0.4], [1.0, -1.2, 0.9], [-0.4, -0.5, 0.2], [0.0, 1.4, -1.1], [-1.9, -0.1, -0.6], [-0.1, -0.2, 0.1], [-1.4, 0.0, -0.9], [-0.8, -1.0, -1.1], [-0.1, 0.5, -1.7], [0.1, 0.1, 0.0], [0.0, 1.0, 1.4], [1.0, 0.8, -1.2], [1.0, 0.4, 0.2], [0.0, 0.0, -0.1], [1.5, -0.3, -0.5], [0.0, -0.1, -0.1], [0.0, -0.1, -0.1], [0.8, 0.2, 1.3], [0.2, 0.1, 0.0], [-0.4, -0.8, 1.2], [0.4, 1.3, 0.5], [-0.1, 0.0, -0.1], [0.1, 0.2, 0.0], [-0.2, -0.3, -1.3], [-0.2, 0.0, 0.0], [0.0, 0.0, 0.1], [0.0, 0.2, 0.1], [0.1, 0.0, 0.1], [-0.1, -0.1, 0.0], [1.0, 0.1, -0.1], [-0.5, -1.0, -1.3], [0.1, 0.1, 0.1]], "multiplicity": 1, "lumo_energy_ev": 0.344, "smiles": "O=C1C[C@@H](CCCCS(=O)(=O)O)CN1.CN(C)C=O.CN(C)C=O", "homo_lumo_gap_ev": 9.41, "total_charge": 0}

Q: Which strongest force on any atom values were calculated for the entries above? A: 0.028, 0.142, in hartree/bohr.
Q: Which HOMO values were calculated for the entries above? A: -1.00, -9.06, in eV.